[1]
ORCA calculation (ωB97M-V/def2-TZVPD) on C4H9N3 as an isolated structure.

The calculation puts the calculated total energy at -321.9325 hartree. The value obtained for the maximum force is 0.29 eV Å⁻¹. As for the HOMO energy: -0.3371 hartree. The value obtained for the energy above the lowest of the compared OMol25 structures with the same formula, charge and spin is 4.295 eV.

CARTESIAN COORDINATES (ANGSTROEM)
N (-0.05, 0.27, 0.51)
N (-1.99, 1.01, 1.59)
N (0.53, -1.03, -1.47)
C (0.60, -0.36, -0.45)
C (2.45, -0.04, 0.30)
C (-1.46, 0.45, 0.58)
C (-2.30, -0.03, -0.57)
H (1.32, -1.29, -2.04)
H (-2.19, -1.11, -0.70)
H (2.87, 0.47, -0.56)
H (2.79, -1.07, 0.38)
H (-1.28, 1.28, 2.27)
H (1.25, 0.32, 0.83)
H (-1.99, 0.44, -1.50)
H (-3.34, 0.21, -0.36)
H (2.80, 0.50, 1.19)


[2]
ORCA calculation (ωB97M-V/def2-TZVPD) on a 3-piece molecular cluster, C18H21Cl4F3Si overall at a distorted geometry.

The calculation puts the calculated total energy at -3128.3724 hartree. Its SMILES is C[C@H](Cl)[C@@H](Cl)[Si@@](F)(Cl)C[C@@H](C)Cl.Fc1ccccc1.Fc1ccccc1. The value obtained for the maximum force is 4.04 eV Å⁻¹. As for the HOMO energy: -0.3372 hartree.

CARTESIAN COORDINATES (ANGSTROEM)
Cl (-4.81, 1.67, -1.73)
Cl (-3.93, 2.79, 1.84)
Cl (-2.13, 0.74, -0.33)
Cl (-1.63, 6.04, -2.09)
Si (-3.27, 3.21, -1.67)
F (-2.52, 3.19, -3.29)
F (1.97, -0.22, 2.66)
F (1.89, -6.80, -0.94)
C (-1.15, 2.54, 2.25)
C (3.20, -4.95, -1.62)
C (1.82, -2.55, 2.30)
C (-4.19, 4.85, -1.24)
C (-3.11, 6.77, 0.34)
C (-3.25, 6.19, -1.22)
C (1.43, -1.25, 1.99)
C (4.45, -4.38, -1.79)
C (-2.24, 3.18, 1.16)
C (3.10, -6.25, -1.12)
C (-0.07, -2.06, 0.30)
C (-1.99, 2.62, -0.36)
C (5.50, -6.41, -0.99)
C (0.30, -3.37, 0.60)
C (1.25, -3.61, 1.60)
C (4.24, -6.98, -0.80)
C (5.60, -5.11, -1.48)
C (0.49, -0.99, 1.00)
H (1.53, -4.63, 1.84)
H (2.29, -4.41, -1.86)
H (-2.03, 6.50, 0.77)
H (4.54, -3.36, -2.18)
H (0.20, 0.03, 0.78)
H (-4.64, 4.73, -0.15)
H (6.58, -4.66, -1.62)
H (-0.48, 1.70, 1.78)
H (-3.86, 7.05, -1.79)
H (4.14, -7.99, -0.41)
H (-0.43, 3.36, 2.69)
H (-5.07, 4.99, -2.02)
H (-0.88, 2.83, -0.71)
H (-0.80, -1.87, -0.49)
H (-2.02, 4.33, 1.15)
H (-3.98, 6.43, 1.04)
H (2.55, -2.72, 3.07)
H (-0.14, -4.20, 0.06)
H (6.39, -6.98, -0.75)
H (-3.10, 7.96, 0.25)
H (-1.73, 2.04, 3.16)


[3]
ORCA calculation (ωB97M-V/def2-TZVPD) on a 10-piece molecular cluster, C45H79N10O overall at a distorted geometry.

The spin multiplicity is 2. The calculation puts the calculated total energy at -2384.4442 hartree. The value obtained for the maximum force is 4.13 eV Å⁻¹. As for the charge: -2. As for the expectation value of S²: 0.7504. As for the HOMO energy (spin up / spin down): 0.0798 / -0.0031 hartree.

CARTESIAN COORDINATES (ANGSTROEM)
O (0.36, -2.70, 0.67)
N (-6.54, 4.36, -1.93)
N (5.93, 7.99, 4.26)
N (0.66, -1.29, 0.63)
N (4.55, -4.27, 0.94)
N (1.38, -0.62, 7.19)
N (0.85, -4.48, -3.22)
N (-0.64, 4.86, -2.89)
N (-9.31, 0.96, -0.74)
N (2.96, -2.68, -1.46)
N (-1.33, -5.03, -1.23)
C (3.36, -1.72, -1.89)
C (-0.69, -3.63, -5.24)
C (4.86, 1.89, -1.95)
C (7.58, -3.12, 1.89)
C (-3.64, 2.49, -3.27)
C (0.09, 1.01, -0.23)
C (-1.72, -0.50, 0.36)
C (1.26, -0.66, 1.85)
C (-5.66, 0.40, 0.42)
C (-8.65, 1.30, 0.14)
C (5.11, 7.72, 3.46)
C (-6.28, 3.81, -2.91)
C (-0.55, -2.09, -5.40)
C (-2.86, -4.39, 1.91)
C (-4.90, 1.92, -3.93)
C (-2.16, -4.69, -0.49)
C (6.15, -2.68, 2.19)
C (0.37, -0.70, 3.11)
C (0.56, -1.44, 7.33)
C (4.70, 0.48, -1.55)
C (-7.75, 1.75, 1.24)
C (0.33, 3.36, -4.33)
C (0.16, -4.12, -4.11)
C (5.26, -3.53, 1.51)
C (1.75, 0.83, 1.65)
C (2.48, 5.51, 1.56)
C (-5.94, 3.12, -4.21)
C (7.92, -3.25, 0.39)
C (3.84, -0.45, -2.50)
C (-1.34, -1.74, -6.66)
C (-0.23, -0.47, -0.20)
C (-1.00, -3.22, 6.27)
C (-0.55, -2.43, 7.51)
C (-6.31, 1.79, 0.72)
C (-0.01, 3.62, -2.95)
C (0.15, -4.06, 5.67)
C (0.57, 1.57, 1.11)
C (-3.19, -4.24, 0.45)
C (-0.07, 4.51, -5.00)
C (3.55, 5.88, 2.65)
C (2.60, -1.44, 2.26)
C (-0.55, 5.45, -4.18)
C (-0.33, -0.98, -1.66)
C (4.05, 7.31, 2.55)
C (-3.10, -5.87, 2.21)
H (-1.35, -2.59, -7.35)
H (2.26, -2.39, 2.68)
H (0.94, 2.58, 0.90)
H (0.66, -1.04, -2.11)
H (0.12, 2.94, -2.13)
H (-0.21, -4.39, 4.69)
H (3.24, 7.96, 2.89)
H (5.94, -2.71, 3.26)
H (2.66, 0.99, 1.08)
H (3.92, 2.44, -2.03)
H (-1.81, -1.32, 1.07)
H (2.96, 0.15, -2.72)
H (-4.66, 1.75, -4.98)
H (-2.72, 1.91, -3.23)
H (3.25, -1.05, 3.05)
H (-6.25, 2.35, -0.22)
H (-4.18, -6.02, 2.24)
H (-0.78, -1.53, -4.49)
H (-3.31, 3.34, -3.87)
H (5.64, 2.41, -1.39)
H (-0.92, -1.01, -7.35)
H (0.48, -4.83, 6.37)
H (-2.22, 0.40, 0.73)
H (0.51, -1.87, -5.49)
H (-2.75, -6.20, 3.19)
H (-2.22, -0.91, -0.51)
H (-0.63, 1.77, -0.54)
H (3.24, 5.78, 3.68)
H (4.31, 5.11, 2.45)
H (8.84, -3.83, 0.44)
H (4.15, -0.70, -3.51)
H (1.79, 1.23, 2.67)
H (4.20, 7.43, 1.47)
H (-6.91, 2.87, -4.62)
H (1.95, 4.62, 1.89)
H (-5.53, 3.92, -4.83)
H (-0.88, -1.90, -1.87)
H (-0.89, -0.25, -2.25)
H (-5.74, 2.42, 1.41)
H (5.25, 1.88, -2.97)
H (-2.66, -6.47, 1.41)
H (-2.36, -1.35, -6.55)
H (-1.36, -1.83, 7.91)
H (3.12, -1.63, 1.33)
H (8.06, -3.92, 2.45)
H (-5.30, 1.06, -3.39)
H (7.73, -2.37, -0.23)
H (-3.31, -3.19, 0.18)
H (-7.73, 1.01, 2.04)
H (-0.16, -4.05, -6.09)
H (1.02, -3.41, 5.53)
H (-0.63, -1.02, 2.81)
H (-1.15, 5.14, -2.06)
H (-8.03, 2.75, 1.55)
H (-4.06, -4.77, 0.07)
H (-0.06, 4.50, -6.08)
H (4.08, 0.36, -0.66)
H (1.72, 6.26, 1.32)
H (-0.21, -3.17, 8.23)
H (2.96, 5.33, 0.60)
H (5.68, 0.08, -1.32)
H (0.72, -1.39, 3.88)
H (-1.70, -4.04, -5.24)
H (-3.38, -3.68, 2.56)
H (-0.32, 1.58, 1.73)
H (7.22, -3.96, -0.06)
H (-6.46, -0.14, -0.09)
H (-1.82, -4.13, 2.13)
H (-1.31, -2.47, 5.55)
H (-5.40, -0.14, 1.34)
H (-4.72, 0.46, -0.13)
H (0.20, 0.25, 3.62)
H (0.89, 1.20, -0.95)
H (-1.89, -3.82, 6.48)
H (6.08, -1.66, 1.79)
H (8.32, -2.40, 2.22)
H (0.85, 2.51, -4.74)
H (-1.11, 6.36, -4.33)
H (-3.95, 3.06, -2.40)


[4]
ORCA calculation (ωB97M-V/def2-TZVPD) on one molecule with the formula C4H7NO.

The calculation puts the calculated total energy at -286.5305 hartree. Its SMILES is C[C@@H](O)[C@H]1C=N1. The value obtained for the maximum force is 0.51 eV Å⁻¹. As for the HOMO energy: -0.3728 hartree. The value obtained for the energy above the lowest of the compared OMol25 structures with the same formula, charge and spin is 2.753 eV.

CARTESIAN COORDINATES (ANGSTROEM)
O (0.52, 1.70, -0.27)
N (-2.02, 0.25, -0.93)
C (1.55, -0.25, 0.61)
C (-1.93, -0.83, -0.30)
C (-0.63, -0.35, -0.71)
C (0.24, 0.42, 0.26)
H (2.08, 0.36, 1.35)
H (-0.31, 2.04, -0.63)
H (-2.57, -1.51, 0.25)
H (1.37, -1.24, 1.05)
H (-0.15, -0.74, -1.62)
H (2.20, -0.36, -0.26)
H (-0.35, 0.52, 1.20)


[5]
ORCA calculation (ωB97M-V/def2-TZVPD) on one molecule with the formula C20H19N3O5S at a distorted geometry.

The calculation puts the calculated total energy at -1712.1641 hartree. Its SMILES is COc1cccc(OCC(=O)Nc2c3c(nn2-c2ccccc2)CS(=O)(=O)C3)c1. The value obtained for the maximum force is 1.35 eV Å⁻¹. As for the HOMO energy: -0.3140 hartree. The value obtained for the energy above the lowest of the compared OMol25 structures with the same formula, charge and spin is 1.921 eV.

CARTESIAN COORDINATES (ANGSTROEM)
S (6.03, 0.46, -0.31)
O (0.18, 0.42, 2.03)
O (-4.34, -0.85, 0.66)
O (-1.21, 2.82, 0.02)
O (7.17, 0.71, 0.52)
O (6.17, 0.69, -1.72)
N (2.88, -1.75, -0.17)
N (1.80, -0.96, -0.14)
N (1.18, 1.35, 0.22)
C (5.36, -1.24, -0.02)
C (-0.37, -0.87, -1.22)
C (-1.95, -2.64, -0.86)
C (3.51, 0.39, 0.15)
C (4.56, 1.41, 0.30)
C (0.18, -2.71, 0.24)
C (0.52, -1.50, -0.36)
C (0.28, 1.32, 1.24)
C (-0.59, 2.58, 1.26)
C (3.92, -0.95, -0.01)
C (2.14, 0.34, 0.04)
C (-2.96, 2.40, -1.49)
C (-4.06, 1.68, -1.90)
C (-2.30, 2.04, -0.32)
C (-2.73, 0.95, 0.42)
C (-1.06, -3.27, 0.00)
C (-1.60, -1.44, -1.47)
C (-3.84, 0.23, 0.00)
C (-4.51, 0.60, -1.16)
C (-3.72, -1.26, 1.86)
H (-5.37, 0.03, -1.47)
H (-4.58, 1.96, -2.80)
H (5.67, -1.90, -0.82)
H (-2.92, -3.07, -1.05)
H (5.75, -1.57, 0.94)
H (-1.33, -4.20, 0.47)
H (-3.79, -0.49, 2.63)
H (-2.21, 0.65, 1.31)
H (0.04, 3.45, 1.44)
H (-2.67, -1.52, 1.70)
H (-2.29, -0.96, -2.14)
H (4.76, 1.69, 1.33)
H (1.23, 2.17, -0.36)
H (4.43, 2.29, -0.33)
H (-1.32, 2.50, 2.07)
H (-2.60, 3.25, -2.05)
H (-0.09, 0.05, -1.71)
H (-4.27, -2.14, 2.18)
H (0.90, -3.19, 0.89)


[6]
ORCA calculation (ωB97M-V/def2-TZVPD) on a 3-piece molecular cluster, C3H11O3 overall at a distorted geometry.

The calculation puts the calculated total energy at -346.6309 hartree. The value obtained for the maximum force is 2.66 eV Å⁻¹. As for the charge: -1. As for the HOMO energy: -0.1448 hartree. The value obtained for the energy above the lowest of the compared OMol25 structures with the same formula, charge and spin is 0.586 eV.

CARTESIAN COORDINATES (ANGSTROEM)
O (-1.90, -0.21, 2.54)
O (1.93, -2.19, 1.64)
O (-0.09, -0.91, 0.88)
C (-0.10, 1.35, -2.20)
C (0.38, -0.23, -0.21)
C (-0.68, 0.39, -1.10)
H (2.46, -1.58, 2.14)
H (1.08, -0.87, -0.80)
H (-1.50, 0.57, 3.00)
H (0.96, 1.13, -2.24)
H (-0.68, 1.27, -3.10)
H (-1.14, -0.42, 1.89)
H (-1.32, -0.28, -1.68)
H (-0.09, 2.35, -1.74)
H (1.03, -1.89, 1.26)
H (1.03, 0.62, 0.11)
H (-1.36, 0.91, -0.40)


What did the first record say?
ORCA calculation (ωB97M-V/def2-TZVPD) on C4H9N3 as an isolated structure.

The calculation puts the calculated total energy at -321.9325 hartree. The value obtained for the maximum force is 0.29 eV Å⁻¹. As for the HOMO energy: -0.3371 hartree. The value obtained for the energy above the lowest of the compared OMol25 structures with the same formula, charge and spin is 4.295 eV.

CARTESIAN COORDINATES (ANGSTROEM)
N (-0.05, 0.27, 0.51)
N (-1.99, 1.01, 1.59)
N (0.53, -1.03, -1.47)
C (0.60, -0.36, -0.45)
C (2.45, -0.04, 0.30)
C (-1.46, 0.45, 0.58)
C (-2.30, -0.03, -0.57)
H (1.32, -1.29, -2.04)
H (-2.19, -1.11, -0.70)
H (2.87, 0.47, -0.56)
H (2.79, -1.07, 0.38)
H (-1.28, 1.28, 2.27)
H (1.25, 0.32, 0.83)
H (-1.99, 0.44, -1.50)
H (-3.34, 0.21, -0.36)
H (2.80, 0.50, 1.19)


> Which formula does entry 3 have?

C45H79N10O


> Look up the maximum force of the first one.

0.29 eV Å⁻¹


> The lowest maximum force belongs to which entry?

C4H9N3